Here is a 2-piece molecular cluster, C20H32BNO6P overall at a distorted geometry from OMol25. Energies are from ωB97M-V/def2-TZVPD.

Atoms and positions in Å:
1 C -1.071 5.897 0.719
2 C -1.851 4.703 0.711
3 C -2.794 3.332 0.863
4 C -1.860 2.003 0.650
5 C -1.476 1.072 1.986
6 N -1.192 -0.395 1.596
7 O -2.367 -0.967 1.906
8 B -2.208 -2.242 2.629
9 O -2.290 -2.373 4.127
10 O -2.006 -3.553 1.915
11 P 0.257 -1.172 2.376
12 C 1.795 -1.070 1.249
13 C 0.686 -0.205 4.012
14 C 1.830 0.953 3.793
15 C -1.193 -0.314 0.059
16 C -1.143 -1.699 -0.812
17 O -0.535 -1.503 -2.171
18 C 0.651 -2.405 -2.268
19 C 2.213 -1.901 -2.041
20 C 3.480 -2.962 -2.114
21 C 3.161 -4.539 -2.425
22 C 1.639 -5.095 -2.701
23 C 0.408 -4.012 -2.621
24 C -2.279 0.856 -0.444
25 O -3.717 0.563 -0.348
26 H -0.321 6.813 0.561
27 H -3.326 3.398 1.905
28 H -3.602 3.422 0.012
29 H -0.867 2.441 0.165
30 H -2.385 1.092 2.753
31 H -0.598 1.704 2.435
32 H -1.994 -3.319 4.379
33 H -1.034 -3.811 2.006
34 H 1.911 -2.123 0.726
35 H 2.763 -0.959 1.939
36 H 1.825 -0.161 0.515
37 H -0.309 0.286 4.397
38 H 0.992 -1.019 4.819
39 H 2.830 0.579 4.280
40 H 1.957 1.315 2.685
41 H 1.518 1.926 4.411
42 H -0.175 0.215 -0.266
43 H -2.275 -2.003 -1.038
44 H -0.641 -2.595 -0.251
45 H 2.415 -0.749 -1.806
46 H 4.589 -2.641 -1.923
47 H 4.060 -5.321 -2.454
48 H 1.495 -6.241 -2.937
49 H -0.715 -4.356 -2.821
50 H -2.165 1.109 -1.600
51 H -3.958 -0.323 -0.753
52 C 0.362 1.788 -3.722
53 C 1.037 2.657 -2.695
54 O 1.138 2.299 -1.523
55 C 1.585 3.980 -3.158
56 H 0.016 0.864 -3.246
57 H -0.502 2.310 -4.141
58 H 1.070 1.529 -4.514
59 H 0.775 4.600 -3.551
60 H 2.347 3.819 -3.924
61 H 2.044 4.499 -2.310

Summary:
* orbital gap: 8.448 eV
* charge: +1
* E_LUMO: -2.66 eV
* HOMO energy: -0.4081 Ha

Atom charges from the Mulliken analysis, given in e for atoms 1 to 2:
1 C -0.44
2 C -0.16


Here is C20H32CeN3OPSi as an isolated structure at a distorted geometry from OMol25. Energies are from ωB97M-V/def2-TZVPD.

Atoms and positions in Å:
1 Ce 0.172 0.460 0.015
2 Si 0.286 -2.125 -1.765
3 P 0.675 1.441 -2.608
4 N -1.742 0.350 -0.626
5 H 0.761 2.150 0.619
6 C 0.982 3.238 -2.474
7 H 1.136 3.680 -3.467
8 H 1.870 3.416 -1.850
9 H 0.124 3.724 -1.985
10 C 2.104 0.792 -3.525
11 H 2.259 1.390 -4.432
12 H 1.932 -0.261 -3.791
13 H 3.000 0.848 -2.890
14 C -0.756 1.289 -3.731
15 H -0.554 1.810 -4.675
16 H -1.642 1.725 -3.247
17 H -0.960 0.226 -3.920
18 C 2.021 -2.918 -1.877
19 H 2.416 -3.099 -0.866
20 H 2.719 -2.256 -2.409
21 H 1.978 -3.881 -2.410
22 H -0.536 -3.220 -1.124
23 H -0.181 -2.045 -3.201
24 C -3.073 0.218 -0.806
25 C -5.347 1.016 -0.434
26 C -3.985 1.127 -0.197
27 C -3.600 -0.838 -1.607
28 C -4.965 -0.927 -1.832
29 C -5.851 -0.005 -1.255
30 H -6.037 1.730 0.016
31 H -3.577 1.909 0.446
32 H -2.894 -1.556 -2.031
33 H -5.362 -1.719 -2.468
34 H -6.928 -0.080 -1.444
35 C 3.427 0.012 0.436
36 O 2.408 -0.325 -0.230
37 C 3.264 0.674 1.758
38 H 4.207 1.165 2.026
39 H 3.034 -0.085 2.529
40 H 2.445 1.422 1.769
41 C 4.798 -0.307 -0.056
42 H 5.385 0.616 -0.181
43 H 4.773 -0.856 -1.006
44 H 5.330 -0.902 0.700
45 N -0.439 -2.544 3.470
46 C -0.264 -2.345 2.151
47 N -0.146 -1.031 1.909
48 C -0.292 -0.355 3.127
49 C -0.238 1.017 3.406
50 C -0.316 1.393 4.752
51 C -0.460 0.432 5.764
52 C -0.531 -0.943 5.472
53 C -0.455 -1.302 4.132
54 H -0.550 -3.454 3.908
55 H -0.263 -3.125 1.391
56 H -0.144 1.733 2.578
57 H -0.266 2.450 5.014
58 H -0.518 0.772 6.796
59 H -0.633 -1.721 6.231

Summary:
* orbital gap: 5.725 eV
* charge: 0
* E_LUMO: -0.12 eV
* HOMO energy: -0.2149 Ha

Atom charges from the Mulliken analysis, given in e for atoms 1 to 2:
1 Ce -0.75
2 Si 0.97


Here is a 3-piece molecular cluster, C20H32FN2O2P overall at a distorted geometry from OMol25. Energies are from ωB97M-V/def2-TZVPD.

Atoms and positions in Å:
1 C 2.201 -3.233 2.880
2 C 2.341 -2.678 1.644
3 C 1.233 -1.922 0.950
4 P 0.308 -0.816 2.138
5 C 1.490 0.334 3.001
6 C 2.892 0.536 2.360
7 C 3.179 1.998 1.878
8 C 3.440 2.040 0.382
9 O 2.584 2.390 -0.335
10 O 4.667 1.706 -0.100
11 C 4.726 0.380 -0.667
12 C 5.615 -0.532 0.234
13 C -0.822 0.143 0.976
14 C -1.397 1.411 1.588
15 C -0.481 2.647 1.401
16 F -1.772 1.256 2.909
17 H 2.809 -2.858 3.700
18 H 1.494 -4.051 2.995
19 H 3.290 -2.757 1.112
20 H 1.668 -1.271 0.176
21 H 0.482 -2.543 0.440
22 H 1.643 -0.090 3.994
23 H 1.061 1.319 3.183
24 H 3.638 0.317 3.128
25 H 3.120 -0.134 1.531
26 H 2.306 2.613 2.083
27 H 4.019 2.456 2.405
28 H 3.720 -0.050 -0.627
29 H 5.053 0.382 -1.704
30 H 6.345 -1.037 -0.397
31 H 4.974 -1.214 0.789
32 H 6.111 0.123 0.950
33 H -0.299 0.319 0.028
34 H -1.641 -0.551 0.766
35 H -2.315 1.647 1.038
36 H 0.479 2.281 1.040
37 H -0.356 3.109 2.382
38 H -0.911 3.335 0.679
39 C -4.815 2.785 -1.790
40 C -4.737 1.674 -2.673
41 C -3.409 1.403 -2.871
42 N -2.683 2.308 -2.148
43 C -3.533 3.151 -1.483
44 H -5.711 3.259 -1.423
45 H -5.561 1.135 -3.110
46 H -2.919 0.647 -3.462
47 H -1.680 2.347 -2.109
48 H -3.150 3.935 -0.851
49 C -4.740 -2.261 -3.312
50 C -3.893 -1.999 -2.201
51 C -3.040 -3.064 -2.080
52 N -3.340 -3.959 -3.072
53 C -4.371 -3.474 -3.829
54 H -5.528 -1.629 -3.688
55 H -3.910 -1.130 -1.565
56 H -2.248 -3.262 -1.377
57 H -2.875 -4.835 -3.221
58 H -4.754 -4.033 -4.666

Summary:
* orbital gap: 7.945 eV
* charge: 0
* E_LUMO: 0.12 eV
* HOMO energy: -0.2876 Ha
* SMILES string: C=CCP(CCCC(=O)OCC)C[C@H](C)F.c1cc[nH]c1.c1cc[nH]c1

Atom charges from the Mulliken analysis, given in e for atoms 1 to 2:
1 C -0.72
2 C -0.35


Here is C20H32FN4O4SSn as an isolated structure at a distorted geometry from OMol25. Energies are from ωB97M-V/def2-TZVPD.

Atoms and positions in Å:
1 C 1.052 -0.778 3.811
2 C -0.507 -0.409 3.517
3 C -1.237 -0.552 4.979
4 C -1.194 -1.523 2.584
5 C -0.694 -1.334 1.067
6 C -1.793 -2.109 0.136
7 C -1.534 -1.865 -1.447
8 C -2.685 -0.989 -2.200
9 C -2.155 -0.318 -3.586
10 C -1.623 1.195 -3.379
11 C -0.422 1.554 -4.425
12 C 0.915 2.012 -3.626
13 S 1.898 0.493 -3.186
14 C 3.360 0.999 -2.155
15 N 3.610 0.614 -0.794
16 N 4.788 1.091 -0.265
17 C 5.331 1.864 -1.377
18 O 4.463 1.831 -2.506
19 C 0.707 -2.092 0.759
20 O 0.901 -3.191 1.343
21 N 1.737 -1.596 -0.189
22 C 2.486 -2.816 -0.638
23 O 3.563 -3.108 -0.084
24 F 1.900 -3.617 -1.674
25 C -0.729 0.204 0.593
26 C -0.298 1.291 1.692
27 C 1.286 1.685 1.561
28 C -1.079 2.670 1.269
29 N -0.729 1.004 3.091
30 O -1.979 1.345 3.329
31 H 1.045 -1.898 4.101
32 H 1.483 -0.190 4.690
33 H 1.722 -0.682 2.890
34 H -2.359 -0.755 4.877
35 H -1.037 0.385 5.630
36 H -0.667 -1.410 5.505
37 H -2.342 -1.365 2.652
38 H -0.953 -2.543 3.042
39 H -2.830 -1.689 0.481
40 H -1.775 -3.249 0.338
41 H -1.541 -2.901 -1.944
42 H -0.524 -1.362 -1.647
43 H -3.504 -1.758 -2.516
44 H -3.162 -0.166 -1.531
45 H -3.094 -0.236 -4.260
46 H -1.412 -0.981 -4.149
47 H -1.271 1.291 -2.283
48 H -2.484 1.959 -3.518
49 H -0.231 0.635 -5.080
50 H -0.738 2.428 -5.112
51 H 0.668 2.634 -2.681
52 H 1.562 2.626 -4.360
53 H 6.330 2.403 -1.288
54 H 2.448 -1.089 0.391
55 H -1.762 0.505 0.149
56 H 0.019 0.312 -0.290
57 H 1.941 0.795 1.273
58 H 1.417 2.503 0.774
59 H 1.673 2.126 2.562
60 H -2.189 2.489 1.039
61 H -0.884 3.521 2.004
62 H -0.600 2.996 0.262
63 Sn -4.291 -0.892 -0.199

Summary:
* <S²>: 0.755
* orbital gap (spin up / spin down): 3.147 / 3.153 eV
* charge: +2
* E_LUMO (spin up / spin down): -10.72 / -10.71 eV
* HOMO energy (spin up / spin down): -0.5095 / -0.5095 Ha
* energy above the lowest of the compared OMol25 structures with the same formula, charge and spin: 187.43 kcal per mole
* 2S+1: 2

Atom charges from the Mulliken analysis, given in e for atoms 1 to 2:
1 C -1.19
2 C 0.85


Which of these has the highest charge?
C20H32FN4O4SSn